[1]
{
  "formula": "C4H11NS2",
  "method": "ωB97M-V with the def2-TZVPD basis set",
  "elements": ["S", "S", "C", "C", "C", "N", "C", "H", "H", "H", "H", "H", "H", "H", "H", "H", "H", "H"],
  "coordinates": [[0.75164, 0.37217, 2.68899], [-0.42969, 1.73771, 2.00030], [-0.05459, 1.71291, 0.23669], [-0.37322, 0.37483, -0.36669], [-0.16879, 0.56245, -1.84934], [0.46117, -0.69814, 0.31217], [-0.10083, -2.04554, 0.20641], [0.35523, -0.74420, 3.17240], [0.94494, 2.06487, 0.10455], [-0.64834, 2.70202, -0.29366], [-1.44951, 0.08928, -0.07770], [-0.94173, 0.12910, -2.49358], [0.78296, 0.08487, -2.10075], [0.05869, 1.59776, -2.15448], [1.45971, -0.70844, 0.09285], [-0.50143, -2.31325, 1.24013], [0.74124, -2.76445, -0.23865], [-0.88745, -2.15396, -0.47964]],
  "smiles": "CN[C@H](C)CSS",
  "e_above_lowest_ev": 2.8648,
  "e_homo_ha": -0.27344,
  "max_force_ev_per_a": 5.238,
  "gap_ha": 0.301
}

***

[2]
{
  "formula": "C23H25BClF8N4O7S2W",
  "method": "ωB97M-V with the def2-TZVPD basis set",
  "elements": ["W", "C", "N", "C", "C", "O", "C", "O", "C", "C", "O", "N", "C", "C", "H", "H", "H", "H", "H", "H", "H", "H", "H", "H", "H", "H", "H", "H", "H", "H", "F", "C", "F", "F", "S", "O", "O", "N", "S", "O", "O", "C", "F", "F", "F", "Cl", "C", "C", "C", "C", "N", "C", "H", "H", "H", "H", "F", "B", "F", "C", "C", "C", "C", "C", "C", "C", "C", "H", "H", "H", "H", "H"],
  "coordinates": [[0.51200, 0.41827, -0.34665], [-3.20783, 1.04665, 2.12886], [-2.28962, 0.07507, 2.72397], [-2.82873, -0.77790, 3.77975], [-1.03824, -0.01182, 2.31641], [-0.59017, 0.75385, 1.43077], [-0.12817, -1.05332, 2.94195], [1.17854, -0.66299, 2.62537], [2.14192, -1.67429, 2.49839], [2.81660, -1.48048, 1.15190], [2.19898, -0.89057, 0.24236], [4.02044, -1.99027, 0.95222], [4.66268, -1.90118, -0.36053], [4.74009, -2.72815, 1.98917], [-3.60775, 1.68996, 2.91260], [-4.02769, 0.51660, 1.64441], [-2.67778, 1.63910, 1.39109], [-2.57808, -0.39000, 4.76812], [-2.47167, -1.80092, 3.68214], [-3.91040, -0.79517, 3.67788], [-0.37850, -2.03427, 2.51810], [-0.28010, -1.09137, 4.02499], [1.69600, -2.67465, 2.48621], [2.85028, -1.62053, 3.32551], [3.93821, -1.61975, -1.11544], [5.07744, -2.87391, -0.61692], [5.46726, -1.16469, -0.33067], [4.26863, -3.69103, 2.18863], [4.81310, -2.15380, 2.91059], [5.75015, -2.90761, 1.63335], [-2.33792, -3.89396, -0.53155], [-1.39220, -3.79438, -1.45779], [-0.89132, -4.99081, -1.71460], [-1.90110, -3.26986, -2.55997], [-0.04455, -2.71019, -0.81179], [-0.69888, -1.38990, -0.71254], [0.37992, -3.30233, 0.41740], [1.03117, -2.75681, -1.93269], [1.53702, -1.56524, -2.82279], [2.78879, -1.87841, -3.41349], [1.47031, -0.26096, -2.15039], [0.34075, -1.40399, -4.22326], [-0.81961, -0.94635, -3.76554], [0.16301, -2.59368, -4.77586], [0.83511, -0.56119, -5.10803], [5.77855, 2.61063, -0.63139], [4.22490, 2.73130, 0.10368], [3.95926, 3.70071, 1.05794], [2.69103, 3.73985, 1.60948], [1.74334, 2.82232, 1.19742], [2.01355, 1.88705, 0.27819], [3.23513, 1.84193, -0.26832], [4.72723, 4.40383, 1.34851], [2.43015, 4.48188, 2.34968], [0.73748, 2.82753, 1.59122], [3.41548, 1.09207, -1.02674], [0.18863, 3.44667, -1.17548], [0.12316, 2.19183, -1.67884], [0.33982, 2.09203, -3.00066], [-1.27479, 1.27031, -1.12137], [-2.43166, 1.55164, -1.38794], [-3.78353, 1.87444, -1.70956], [-4.40187, 2.99168, -1.14312], [-5.71678, 3.28715, -1.46015], [-6.42125, 2.47292, -2.33646], [-5.81110, 1.36113, -2.90277], [-4.49580, 1.05957, -2.59522], [-3.84167, 3.62848, -0.47074], [-6.19202, 4.15754, -1.02830], [-7.44765, 2.70885, -2.58356], [-6.36070, 0.73229, -3.59006], [-4.00703, 0.20162, -3.03711]],
  "charge": 1,
  "e_above_lowest_ev": 1.6018,
  "e_homo_ha": [-0.36993, -0.36867],
  "multiplicity": 3,
  "max_force_ev_per_a": 0.617,
  "gap_ha": [0.281, 0.267]
}

***

[3]
{
  "formula": "C4H8N3O",
  "method": "ωB97M-V with the def2-TZVPD basis set",
  "elements": ["C", "C", "C", "C", "N", "N", "N", "O", "H", "H", "H", "H", "H", "H", "H", "H"],
  "coordinates": [[-0.56909, 0.78934, -2.72064], [-0.57640, 0.28820, 0.15876], [-1.19431, -0.11063, 1.46015], [1.86399, -0.07926, -0.34273], [-1.72764, 0.27131, -2.46856], [0.46397, 0.32927, -0.53170], [-2.21451, 0.15231, -1.36608], [0.43052, 0.93083, -1.84961], [-0.41514, 0.72377, -3.75502], [-1.74032, 0.77634, 1.76713], [-0.55873, -0.61097, 2.25206], [-1.94321, -0.72088, 1.15666], [2.21849, -0.65700, -1.22602], [2.47131, 0.92113, -0.24543], [2.04071, -0.60564, 0.66510], [-2.58492, -0.78317, -1.15764]],
  "charge": 1,
  "e_above_lowest_ev": 8.8970,
  "e_homo_ha": [-0.49045, -0.49063],
  "max_force_ev_per_a": 5.192,
  "gap_ha": [0.289, 0.290]
}